[1]
C44H59N4O4PSTi | ωB97M-V/def2-TZVPD

Structure (XYZ):
```
114
Properties=species:S:1:pos:R:3:mulliken_charge:R:1
Ti -0.57 0.42 -0.15 2.200
C -1.37 2.67 2.70 -0.401
O -1.61 2.62 1.30 0.025
C -2.96 2.89 0.97 -1.245
C -3.75 1.59 0.87 -0.679
O -2.99 0.61 0.14 0.439
C -3.33 -0.73 0.54 0.908
C -2.44 -1.12 1.69 -1.244
O -1.08 -1.13 1.21 1.829
C -0.56 -2.46 1.01 -0.766
H -1.61 3.66 3.10 0.447
H -1.95 1.92 3.25 0.316
H -0.31 2.47 2.84 -0.204
H -3.43 3.54 1.71 0.599
H -2.98 3.42 0.02 0.380
H -3.96 1.21 1.87 0.533
H -4.70 1.76 0.36 0.343
H -4.39 -0.81 0.78 0.642
H -3.12 -1.37 -0.32 -1.448
H -2.49 -0.38 2.49 0.061
H -2.71 -2.09 2.09 0.794
H -0.65 -3.02 1.94 0.373
H -1.10 -2.97 0.21 -0.102
H 0.49 -2.35 0.76 -0.116
N 2.21 4.88 -2.60 0.088
C 1.74 3.99 -1.46 -1.005
C 2.35 2.60 -1.55 0.246
C 1.69 1.63 -2.56 0.633
N 1.19 0.44 -1.84 -0.500
C 0.53 2.28 -3.32 -2.165
C -0.46 2.97 -2.38 0.635
N -1.22 1.93 -1.65 -0.630
C 0.22 3.93 -1.37 -0.703
H 3.22 4.98 -2.59 0.416
H 1.81 5.82 -2.51 0.418
H 1.93 4.50 -3.51 0.326
H 2.13 4.47 -0.56 0.672
H 2.20 2.17 -0.56 -1.308
H 3.43 2.66 -1.71 0.629
H 2.44 1.33 -3.30 0.573
H 1.89 0.13 -1.19 -0.422
H 1.05 -0.31 -2.51 -0.371
H 0.00 1.51 -3.89 0.867
H 0.91 2.98 -4.07 0.233
H -1.16 3.55 -3.00 0.743
H -1.64 1.30 -2.33 0.236
H -1.99 2.37 -1.17 -0.054
H 0.00 3.56 -0.37 -0.407
H -0.20 4.94 -1.44 0.469
N 0.87 0.87 0.87 1.282
P 1.96 0.59 1.98 1.376
C 1.44 0.82 3.70 -0.287
C 0.39 0.02 4.16 0.056
C -0.05 0.12 5.47 -0.837
C 0.56 1.03 6.33 -0.751
C 1.60 1.82 5.89 -0.820
C 2.05 1.72 4.57 -0.615
C 3.37 1.72 1.76 -0.154
C 4.68 1.30 1.56 -0.799
C 5.69 2.23 1.37 -0.832
C 5.40 3.59 1.40 -0.843
C 4.09 4.02 1.60 -0.696
C 3.08 3.08 1.77 -0.314
C 2.69 -1.08 1.98 0.953
C 2.99 -1.70 0.77 -0.358
C 3.61 -2.93 0.73 -0.838
C 3.95 -3.57 1.92 -0.826
C 3.66 -2.96 3.14 -0.841
C 3.04 -1.72 3.17 -1.244
H -0.06 -0.69 3.47 0.347
H -0.85 -0.52 5.83 0.476
H 0.22 1.10 7.36 0.430
H 2.08 2.52 6.56 0.458
H 2.87 2.33 4.24 0.420
H 4.92 0.24 1.57 0.471
H 6.71 1.91 1.23 0.483
H 6.19 4.32 1.28 0.467
H 3.87 5.08 1.66 0.566
H 2.05 3.40 1.95 0.563
H 2.73 -1.19 -0.16 0.649
H 3.84 -3.40 -0.22 0.529
H 4.44 -4.53 1.90 0.445
H 3.93 -3.45 4.06 0.476
H 2.84 -1.25 4.13 0.504
O -1.27 -1.01 -1.78 -1.285
S -1.46 -1.09 -3.29 0.998
C -2.96 -2.09 -3.71 -1.098
C -4.03 -2.12 -2.67 -0.009
C -4.97 -1.10 -2.56 -0.009
C -6.03 -1.22 -1.68 -0.761
C -6.17 -2.36 -0.90 -0.591
C -5.22 -3.37 -0.98 -0.740
C -4.15 -3.25 -1.86 -0.016
C -0.16 -2.25 -3.94 -1.595
C -0.18 -3.60 -3.32 0.030
C -0.71 -4.70 -3.99 -0.199
C -0.74 -5.95 -3.38 -0.790
C -0.24 -6.11 -2.10 -0.729
C 0.31 -5.02 -1.43 -0.573
C 0.34 -3.78 -2.04 0.241
H -2.62 -3.10 -3.91 0.222
H -3.31 -1.63 -4.63 0.725
H -4.89 -0.22 -3.20 0.512
H -6.78 -0.43 -1.63 0.501
H -7.03 -2.47 -0.25 0.466
H -5.33 -4.27 -0.39 0.460
H -3.44 -4.06 -1.95 0.422
H 0.79 -1.74 -3.77 0.562
H -0.36 -2.27 -5.02 0.684
H -1.06 -4.60 -5.01 0.519
H -1.15 -6.80 -3.92 0.437
H -0.25 -7.08 -1.63 0.456
H 0.74 -5.15 -0.44 0.546
H 0.80 -2.93 -1.53 0.416
```

**Multiplicity**: 2
**Energy above the lowest of the compared OMol25 structures with the same formula, charge and spin**: 142.86 kJ/mol
**HOMO energy (alpha / beta)**: -15.19 / -15.65 eV
**Net charge**: +3

=====

[2]
C44H60Br2F9NO6 | ωB97M-V/def2-TZVPD

Structure (XYZ):
```
122
Properties=species:S:1:pos:R:3:mulliken_charge:R:1
C -0.07 -2.63 7.78 0.066
C 0.25 -1.63 7.20 -0.777
C 0.66 -0.44 6.43 -0.312
C 0.83 -0.81 4.96 1.585
C 1.58 -1.94 4.65 -0.940
C 1.75 -2.25 3.32 0.486
C 1.16 -1.47 2.32 0.740
C 0.38 -0.37 2.60 0.223
C -0.24 0.42 1.46 -1.551
C -1.26 -0.44 0.65 -0.774
C -2.67 0.12 0.62 0.387
F -3.56 -0.88 0.48 -0.338
F -2.95 0.71 1.81 -0.161
C -2.97 1.21 -0.47 0.951
F -4.18 0.96 -1.02 -0.356
F -3.05 2.42 0.09 -0.313
C -1.99 1.33 -1.66 0.304
F -2.46 2.36 -2.40 -0.245
F -0.77 1.68 -1.25 -0.236
C -1.91 0.08 -2.60 0.736
F -2.37 0.37 -3.81 -0.291
F -2.62 -0.94 -2.13 -0.271
F -0.64 -0.31 -2.71 -0.224
C 0.25 -0.02 3.96 -0.432
C -0.50 1.22 4.33 -1.270
Br -2.30 1.06 4.90 -0.033
C 0.08 2.42 4.27 0.580
C -0.56 3.74 4.60 -1.325
Br 1.90 2.55 3.71 -0.114
C 1.58 -2.07 1.01 0.428
O 1.22 -1.82 -0.11 -0.659
N 2.51 -3.09 1.30 0.477
C 3.72 -3.22 0.49 -1.627
C 4.79 -2.21 0.83 1.269
C 5.26 -1.97 2.12 0.199
C 6.26 -1.04 2.35 -1.260
C 6.83 -0.30 1.31 1.025
C 7.88 0.74 1.56 -1.538
C 6.35 -0.54 0.02 -0.794
C 5.35 -1.47 -0.21 -0.768
C 2.52 -3.37 2.68 -0.841
O 3.03 -4.33 3.18 -0.598
H -0.30 -3.59 8.16 0.444
H 1.61 -0.09 6.84 0.406
H -0.11 0.32 6.54 0.260
H 2.03 -2.55 5.42 0.598
H -0.66 1.35 1.81 0.942
H 0.58 0.66 0.78 0.534
H -1.34 -1.42 1.12 0.884
H -0.84 -0.62 -0.33 0.036
H -1.45 3.61 5.21 0.429
H 0.18 4.36 5.11 0.387
H -0.80 4.26 3.67 0.297
H 3.42 -3.07 -0.54 0.441
H 4.09 -4.25 0.56 0.219
H 4.87 -2.54 2.95 0.504
H 6.63 -0.86 3.35 0.352
H 8.62 0.76 0.76 0.387
H 8.38 0.59 2.52 0.369
H 7.42 1.73 1.59 0.281
H 6.79 0.02 -0.79 0.379
H 5.03 -1.62 -1.24 0.390
C -5.26 3.94 -2.95 -0.324
C -6.22 3.09 -3.77 -0.521
O -7.10 3.84 -4.58 -0.456
C -6.50 4.68 -5.55 -0.299
C -5.64 3.94 -6.56 -0.970
H -5.82 4.63 -2.31 0.275
H -4.65 3.30 -2.31 -0.235
H -4.59 4.53 -3.57 0.361
H -6.86 2.52 -3.10 0.343
H -5.66 2.37 -4.38 0.327
H -5.93 5.48 -5.06 0.278
H -7.33 5.16 -6.07 0.357
H -4.78 3.45 -6.09 0.207
H -5.24 4.64 -7.30 0.389
H -6.22 3.18 -7.07 0.282
C -8.10 6.87 0.67 -0.949
C -7.69 6.35 2.04 -0.331
O -7.67 4.93 2.13 -0.452
C -6.79 4.26 1.25 -0.344
C -5.33 4.64 1.42 -0.547
H -9.09 6.49 0.40 0.285
H -8.14 7.96 0.69 0.389
H -7.40 6.57 -0.11 0.201
H -8.41 6.67 2.79 0.348
H -6.72 6.76 2.34 0.287
H -7.11 4.41 0.21 0.259
H -6.91 3.20 1.47 0.319
H -5.15 5.70 1.20 0.267
H -4.71 4.06 0.74 -0.052
H -5.00 4.45 2.44 0.341
C 6.77 -6.41 3.59 -1.374
C 6.05 -5.79 2.41 0.335
O 6.75 -5.92 1.18 -0.419
C 7.00 -7.24 0.74 -0.302
C 5.74 -8.07 0.52 -1.065
H 7.76 -5.98 3.71 0.326
H 6.20 -6.23 4.51 0.407
H 6.89 -7.49 3.48 0.323
H 5.95 -4.72 2.57 -0.045
H 5.04 -6.19 2.31 0.221
H 7.68 -7.75 1.43 0.316
H 7.53 -7.14 -0.21 0.345
H 5.17 -8.21 1.44 0.278
H 6.00 -9.05 0.13 0.406
H 5.08 -7.58 -0.20 0.268
C 1.57 0.19 -7.49 -0.958
C 0.78 -1.06 -7.86 -0.325
O 1.28 -2.25 -7.28 -0.434
C 1.30 -2.29 -5.86 -0.505
C -0.07 -2.12 -5.22 -0.702
H 2.61 0.07 -7.77 0.294
H 1.16 1.05 -8.01 0.382
H 1.52 0.39 -6.42 0.192
H 0.84 -1.22 -8.94 0.347
H -0.28 -0.93 -7.63 0.294
H 2.00 -1.55 -5.47 0.308
H 1.70 -3.27 -5.60 0.351
H -0.51 -1.15 -5.44 0.136
H 0.02 -2.21 -4.14 0.303
H -0.76 -2.89 -5.58 0.316
```

**Multiplicity**: 1
**HOMO energy**: -9.19 eV
**SMILES**: C#CCc1cc2c(c(CCC(F)(F)C(F)(F)C(F)(F)C(F)(F)F)c1/C(Br)=C(/C)Br)C(=O)N(Cc1ccc(C)cc1)C2=O.CCOCC.CCOCC.CCOCC.CCOCC

=====

Results for E_tot: -3820.2720, -8265.5319 (in a.u., following the order of the records).